(1)
Here is a structure of composition C5H11NO from the OMol25 dataset. Energies are from wB97M-V/def2-TZVPD.

Geometry (Å):
O1 0.746550 -0.258778 1.822760
N1 1.723766 -0.919148 -0.436958
C1 -0.643145 0.071773 -0.184015
C2 0.646697 0.011415 0.647029
C3 2.387467 0.242764 -0.373972
C4 -1.321536 -1.296625 -0.157116
C5 -1.539189 1.150876 0.425680
H1 -2.488552 1.204261 -0.117798
H2 3.012038 0.403389 0.504930
H3 -1.063427 2.137051 0.382241
H4 -0.393225 0.354962 -1.213901
H5 -1.749849 0.918769 1.474318
H6 -1.548959 -1.577299 0.875730
H7 2.629792 0.850254 -1.252570
H8 -2.257868 -1.267109 -0.724529
H9 1.237491 1.087573 0.263900
H10 1.300672 -1.039661 -1.354912
H11 -0.678724 -2.074460 -0.580814

Atoms 1-6, force components in eV/Å:
0.04 0.06 -0.35
0.10 0.02 -0.19
-0.05 0.01 -0.08
-0.15 0.10 0.29
0.14 -0.05 0.01
-0.01 -0.07 0.01

- calculated total energy (a.u.) = -326.9817
- net charge = 0
- 2S+1 = 1

Charge distribution, Mulliken scheme, values in e:
1. O -0.64
2. N -0.60
3. C 0.48
4. C 0.60
5. C -0.47
6. C -1.40
7. C -1.47
8. H 0.41
9. H 0.37
10. H 0.37
11. H 0.30
12. H 0.32
13. H 0.31
14. H 0.28
15. H 0.42
16. H 0.06
17. H 0.30
18. H 0.35

---

(2)
Here is a structure of composition C5H11NO in a non-equilibrium geometry from the OMol25 dataset. Energies are from wB97M-V/def2-TZVPD.

Geometry (Å):
O1 -0.382130 -0.549351 1.605051
N1 -0.470307 -0.748657 -1.249114
C1 0.740511 -0.237319 -0.537408
C2 -0.073812 0.659997 2.279935
C3 0.657467 -0.996941 0.718008
C4 1.729658 0.381420 -1.183251
C5 -1.669088 0.115051 -1.234841
H1 2.621100 0.677583 -0.648754
H2 1.609441 -1.103505 1.246630
H3 0.071182 1.493417 1.579274
H4 -0.915605 0.893079 2.934670
H5 0.837790 0.555922 2.882823
H6 -2.492087 -0.405703 -1.724261
H7 -0.245432 -1.058935 -2.191072
H8 1.698214 0.583642 -2.247539
H9 -1.918316 0.298291 -0.192560
H10 -1.480507 1.063760 -1.740267
H11 -0.318079 -1.621751 -0.297323

Atoms 1-6, force components in eV/Å:
0.20 0.26 0.02
-0.25 0.62 -0.42
0.06 -0.21 -0.65
-0.02 -0.13 -0.11
-0.67 -0.19 0.11
-0.35 -0.06 0.22

- calculated total energy (a.u.) = -326.9387
- net charge = 0
- 2S+1 = 1

Charge distribution, Mulliken scheme, values in e:
1. O -0.31
2. N -0.19
3. C 0.37
4. C -0.67
5. C -0.96
6. C -0.87
7. C -0.75
8. H 0.28
9. H 0.34
10. H 0.27
11. H 0.24
12. H 0.31
13. H 0.33
14. H 0.31
15. H 0.25
16. H 0.25
17. H 0.29
18. H 0.52

---

(3)
Here is the molecule C5H11NO from the OMol25 dataset. Energies are from wB97M-V/def2-TZVPD.

Geometry (Å):
O1 -0.030653 1.831539 -2.213533
N1 -0.907887 0.245587 -0.817149
C1 0.107602 -1.974127 -0.587132
C2 0.988286 0.019967 0.779288
C3 0.333061 -0.464955 -0.537779
C4 -0.952308 1.383728 -1.559854
C5 0.028107 0.301680 1.946756
H1 -0.304945 -2.271982 -1.556759
H2 1.730190 -0.728094 1.087668
H3 1.549496 0.931766 0.551170
H4 -0.021398 -0.517469 2.668933
H5 0.333452 1.196720 2.493553
H6 -1.945485 1.872462 -1.515997
H7 -1.715910 0.032659 -0.251174
H8 -0.992298 0.499269 1.608658
H9 -0.577960 -2.315772 0.198557
H10 1.060222 -2.496141 -0.448361
H11 0.996216 -0.188962 -1.362774

Atoms 1-6, force components in eV/Å:
-0.26 -0.11 0.25
-0.04 0.15 -0.04
-0.03 -0.05 0.04
0.07 0.04 -0.02
0.12 -0.06 -0.05
0.11 -0.02 -0.05

- calculated total energy (a.u.) = -327.1161
- SMILES = CC[C@@H](C)NC=O
- net charge = 0
- 2S+1 = 1

Charge distribution, Mulliken scheme, values in e:
1. O -0.56
2. N -0.19
3. C -1.47
4. C -0.55
5. C 0.23
6. C -0.04
7. C -1.06
8. H 0.39
9. H 0.37
10. H 0.35
11. H 0.28
12. H 0.32
13. H 0.33
14. H 0.34
15. H 0.29
16. H 0.34
17. H 0.36
18. H 0.26

---

(4)
Here is the molecule C5H11NO from the OMol25 dataset. Energies are from wB97M-V/def2-TZVPD.

Geometry (Å):
O1 0.200336 0.931354 -1.732795
N1 0.065263 0.047568 0.341656
C1 -0.453282 0.056827 1.695033
C2 1.303573 -1.598208 -1.116111
C3 -0.396135 0.846373 -0.667881
C4 1.307739 -0.696903 0.127661
C5 -1.694488 1.605323 -0.442470
H1 0.286304 -1.727041 -1.490033
H2 2.151984 0.003788 0.087133
H3 -2.509721 0.945460 -0.127119
H4 -1.579812 2.389985 0.313079
H5 -0.810756 -0.938304 1.988425
H6 -1.281464 0.758409 1.791620
H7 -1.958535 2.072248 -1.391695
H8 1.890370 -1.162256 -1.925417
H9 1.444178 -1.309117 1.025101
H10 1.708198 -2.587610 -0.881841
H11 0.326246 0.362104 2.405657

Atoms 1-6, force components in eV/Å:
-0.08 0.01 0.29
-0.04 0.12 -0.21
-0.10 0.03 0.11
0.01 -0.03 -0.03
0.06 -0.03 0.02
0.10 -0.07 0.03

- calculated total energy (a.u.) = -327.1127
- SMILES = CCN(C)C(C)=O
- net charge = 0
- 2S+1 = 1

Charge distribution, Mulliken scheme, values in e:
1. O -0.62
2. N 0.04
3. C -1.10
4. C -1.03
5. C 0.91
6. C -0.51
7. C -1.39
8. H 0.29
9. H 0.27
10. H 0.36
11. H 0.35
12. H 0.31
13. H 0.42
14. H 0.32
15. H 0.26
16. H 0.44
17. H 0.35
18. H 0.34

---

(5)
Here is the molecule C5H11NO in a non-equilibrium geometry from the OMol25 dataset. Energies are from wB97M-V/def2-TZVPD.

Geometry (Å):
O1 2.812175 -1.092177 -0.274516
N1 0.959241 -0.717695 1.008907
C1 -0.883708 -0.489005 -0.323563
C2 -2.025664 0.302958 -0.962576
C3 0.504942 0.163124 -0.056198
C4 0.352922 1.608049 0.494175
C5 2.121984 -1.349563 0.710870
H1 -0.726986 -1.431470 -0.856356
H2 -2.011833 0.243573 -2.055710
H3 -2.980763 -0.113797 -0.624637
H4 1.256744 1.889979 1.041322
H5 1.539769 -0.091985 -0.768378
H6 -1.197564 -0.869276 0.710525
H7 2.447151 -2.101604 1.424472
H8 -2.018870 1.362813 -0.684734
H9 0.159585 -1.180842 1.492439
H10 -0.487054 1.729314 1.206784
H11 0.193055 2.351038 -0.295543

Atoms 1-6, force components in eV/Å:
-0.03 -0.26 0.82
0.19 -0.31 0.32
-0.15 -0.37 0.26
0.03 0.00 0.00
0.73 -0.26 -0.34
0.25 -0.11 -0.20

- calculated total energy (a.u.) = -327.0646
- SMILES = CC[C@@H](C)NC=O
- net charge = 0
- 2S+1 = 1

Charge distribution, Mulliken scheme, values in e:
1. O -0.58
2. N -0.31
3. C -0.68
4. C -1.20
5. C 0.72
6. C -1.61
7. C 0.02
8. H 0.43
9. H 0.30
10. H 0.35
11. H 0.41
12. H 0.41
13. H 0.20
14. H 0.38
15. H 0.30
16. H 0.22
17. H 0.30
18. H 0.35

---

(6)
Here is a cluster of 2 separate species, C5H11NO in total in a non-equilibrium geometry from the OMol25 dataset. Energies are from wB97M-V/def2-TZVPD.

Geometry (Å):
O1 -1.679213 0.079255 2.592235
N1 -0.351161 0.114973 -1.490092
C1 -0.978710 1.418444 -1.584299
C2 0.623344 -0.105813 -0.514566
C3 0.933411 -1.556946 -0.308773
C4 1.300189 0.852879 0.135087
C5 0.696076 -2.098279 0.879359
H1 -1.394513 1.503379 -2.592557
H2 2.006100 0.598182 0.905831
H3 0.293811 -1.702345 1.799037
H4 1.072277 -3.109601 1.031190
H5 -1.517504 0.557607 1.771768
H6 -0.990485 0.239454 3.208684
H7 -1.895420 1.444519 -0.976775
H8 -0.351311 2.267255 -1.357144
H9 1.444267 -1.963272 -1.171540
H10 1.156794 1.915949 0.001098
H11 -0.367954 -0.455639 -2.328536

Atoms 1-6, force components in eV/Å:
-1.40 -0.51 -0.79
0.12 0.62 0.39
-1.22 -0.75 -0.79
0.10 -0.27 -0.85
-0.34 2.03 0.87
-0.39 0.10 0.40

- calculated total energy (a.u.) = -327.0361
- SMILES = C=CC(=C)NC.O
- net charge = 0
- 2S+1 = 1

Charge distribution, Mulliken scheme, values in e:
1. O -0.65
2. N -0.17
3. C -0.91
4. C 0.74
5. C -0.32
6. C -1.09
7. C -0.69
8. H 0.33
9. H 0.34
10. H 0.23
11. H 0.26
12. H 0.32
13. H 0.31
14. H 0.26
15. H 0.28
16. H 0.32
17. H 0.18
18. H 0.26

---

(7)
Here is the molecule C5H11NO in a non-equilibrium geometry from the OMol25 dataset. Energies are from wB97M-V/def2-TZVPD.

Geometry (Å):
O1 1.605670 2.408491 -0.469778
N1 1.728284 -0.225149 -0.003446
C1 0.656767 1.892300 0.050209
C2 -0.888484 -1.508981 0.786098
C3 -0.702882 -0.137317 0.173853
C4 0.640156 0.496731 0.661315
C5 -0.932555 -0.011491 -1.335108
H1 -0.330673 2.391045 -0.042917
H2 -0.007448 0.164735 -1.878346
H3 2.320158 0.176992 -0.710095
H4 -1.920257 -1.870979 0.748405
H5 -0.594219 -1.452055 1.835132
H6 -1.322714 0.554142 0.726131
H7 -1.211808 -1.020628 -1.653605
H8 2.353324 -0.650193 0.659444
H9 -1.796388 0.609346 -1.542501
H10 -0.336044 -2.283671 0.251783
H11 0.739113 0.466683 1.743434

Atoms 1-6, force components in eV/Å:
0.28 0.00 0.04
0.55 -1.39 1.11
-0.59 0.44 0.14
-0.26 -0.34 -0.22
0.55 1.17 1.44
0.94 -0.55 -3.17

- calculated total energy (a.u.) = -327.0704
- SMILES = CC(C)[C@@H](N)C=O
- net charge = 0
- 2S+1 = 1

Charge distribution, Mulliken scheme, values in e:
1. O -0.49
2. N -0.53
3. C -0.15
4. C -1.71
5. C 0.57
6. C -0.20
7. C -1.41
8. H 0.33
9. H 0.37
10. H 0.20
11. H 0.40
12. H 0.40
13. H 0.33
14. H 0.41
15. H 0.19
16. H 0.31
17. H 0.38
18. H 0.59

---

(8)
Here is a cluster of 2 separate species, C5H11NO in total in a non-equilibrium geometry from the OMol25 dataset. Energies are from wB97M-V/def2-TZVPD.

Geometry (Å):
O1 -2.005355 0.642309 -1.764844
N1 -1.472580 0.763311 1.253088
C1 -0.138411 0.625556 1.018864
C2 1.720306 -0.329158 -0.273087
C3 2.707942 0.539081 -0.041112
C4 -0.477513 -1.606498 0.011446
C5 0.426928 -0.459789 0.411597
H1 2.547192 1.356001 0.657281
H2 -2.111487 0.327309 0.609055
H3 3.738842 0.294450 -0.240380
H4 0.503484 1.253712 1.628877
H5 1.980304 -1.247242 -0.804120
H6 -2.320838 1.224167 -2.465687
H7 0.060703 -2.527620 -0.204610
H8 -1.067536 -1.341429 -0.873525
H9 -1.210083 -1.796863 0.796097
H10 -1.809638 1.413894 1.932514
H11 -1.072256 0.868808 -1.651447

Atoms 1-6, force components in eV/Å:
0.04 0.15 -0.15
0.10 -0.29 -0.01
0.59 -1.15 1.19
0.77 -1.44 1.33
-0.26 0.03 0.76
-0.25 0.50 -0.32

- calculated total energy (a.u.) = -327.0475
- SMILES = C=C/C(C)=C/N.O
- net charge = 0
- 2S+1 = 1

Charge distribution, Mulliken scheme, values in e:
1. O -0.64
2. N -0.35
3. C -0.45
4. C -0.20
5. C -0.78
6. C -1.36
7. C 0.73
8. H 0.19
9. H 0.22
10. H 0.27
11. H 0.31
12. H 0.24
13. H 0.30
14. H 0.40
15. H 0.26
16. H 0.35
17. H 0.20
18. H 0.30